The following is a quantum chemistry calculation of a molecular structure, C35H52AsOP3PbS in a non-equilibrium geometry, from OMol25.

ORCA input file:
```
! RIJCOSX wB97M-V def2-TZVPD def2/J DEFGRID3
* xyz 4 1
C -1.003 -5.223 3.720
H -1.778 4.000 -5.341
H 0.045 -3.663 -3.292
H 0.481 1.274 -4.119
H 3.604 2.437 -3.842
H 3.502 3.118 0.122
C -3.691 -2.317 1.474
C 0.300 -5.572 3.375
H 3.587 0.534 3.025
H -2.469 -3.639 3.784
C 2.724 0.210 2.421
Pb 0.125 0.897 -1.000
H -1.031 -3.914 -1.429
H 1.386 -2.546 -3.810
C 0.114 -0.613 5.079
H -3.969 2.838 -1.363
H -0.660 1.167 7.875
C -0.635 -3.004 2.849
H 3.282 -1.534 -3.515
S 0.288 3.832 -0.937
H 4.250 -0.171 -4.133
H 0.827 7.284 -4.251
H 1.348 -2.572 2.089
H -1.659 -5.953 4.189
C 4.518 0.152 0.273
H 2.679 -0.885 2.449
C -0.863 -3.031 -0.807
H 1.239 -0.205 -4.771
H 2.436 3.067 1.542
C -4.956 -2.258 0.886
H 5.207 0.282 1.128
H 0.858 -1.305 4.685
H 4.958 0.653 -0.602
As -1.291 -1.166 2.592
H -5.283 1.136 0.584
P 0.470 -2.036 -1.557
H -0.813 6.226 -5.908
H 1.439 6.163 -2.224
H -2.962 0.662 4.254
P 2.835 0.815 0.687
C 0.400 -2.612 -3.313
H -3.037 1.056 1.660
C 0.395 6.289 -4.073
H 0.665 -6.573 3.573
H -4.441 3.764 -2.901
C -5.532 -1.023 0.569
H 2.187 -4.895 2.529
C -1.470 -3.933 3.480
C 1.955 -3.027 -0.963
P 2.439 0.636 -2.792
H 4.252 2.168 -2.198
C -4.838 0.165 0.832
C -3.567 0.123 1.426
C 3.336 2.223 -2.800
H -6.523 -0.982 0.127
C -1.066 4.442 -4.648
C -4.377 1.636 -3.099
H -1.760 -2.392 -0.807
H -3.956 0.808 -2.568
C 1.442 0.779 -4.325
H -0.657 -0.991 -1.610
H 1.950 -4.010 -1.495
C 3.719 -0.564 -3.258
H 2.707 3.039 -2.412
C -1.909 1.029 6.124
H 1.866 -3.197 0.123
C 0.247 -0.069 6.359
C -1.027 -0.306 4.324
C -0.516 5.687 -4.971
C -3.024 -1.131 1.756
H 2.000 1.400 -5.041
H -3.249 -3.266 1.748
H 4.456 -0.926 0.054
C -0.762 0.750 6.878
C 0.682 -3.332 2.521
H 4.433 -0.688 -2.437
C 0.739 5.657 -2.880
C -0.767 3.809 -3.447
C 1.153 -4.633 2.779
H -5.493 -3.180 0.694
H -0.608 -3.298 0.225
H -4.369 1.542 -4.178
H 4.161 2.616 1.717
C 0.070 4.454 -2.499
C -4.291 2.792 -2.444
C 3.285 2.570 1.050
H 2.894 -2.490 -1.183
H 1.800 0.593 2.873
H -1.215 2.863 -3.227
H -2.700 1.659 6.544
O -0.264 -0.407 1.467
H -0.340 -1.967 -3.822
C -2.050 0.500 4.838
H 1.134 -0.293 6.944
*
```

Properties
relative energy (zero: lowest compared OMol25 entry of this formula, charge and spin): 354.8 kJ/mol
HOMO level (alpha / beta): -17.40 / -17.40 eV


The following is a quantum chemistry calculation of a molecular structure, C35H52AsOP3RhS in a non-equilibrium geometry, from OMol25.

ORCA input file:
```
! RIJCOSX wB97M-V def2-TZVPD def2/J DEFGRID3
* xyz 3 5
C 0.423 -0.874 5.191
C 0.180 -2.639 -4.356
H -0.450 -5.992 1.996
C -0.739 -5.467 2.905
P 0.859 1.491 -3.929
C -1.845 -2.102 -5.545
H -2.741 -1.497 -5.644
H 3.375 -2.043 6.427
H -0.427 -2.197 0.949
H 1.667 3.123 -0.585
C -3.573 0.519 -0.296
C 2.088 0.515 -4.860
H 1.329 -4.302 -5.187
H -0.644 1.414 1.678
H -4.594 1.560 6.194
C -0.359 -2.929 0.098
C -1.506 -2.998 -6.548
H -0.838 2.736 -5.233
H 0.874 -2.428 -3.548
H -2.311 2.686 -2.331
H -1.250 -2.849 -0.559
H -3.729 -2.232 3.092
H -1.280 3.480 -1.098
P -1.922 1.279 -0.421
C -1.451 -4.030 5.214
C 1.496 3.080 -3.359
C -1.076 -6.144 4.075
H 0.742 3.501 -2.665
C -0.335 -3.761 -6.424
C 3.817 0.674 -0.578
C 2.567 -1.344 6.202
C -3.914 -1.395 3.748
C -2.862 -0.811 4.459
C -5.447 0.179 4.757
H 4.413 0.879 0.336
H 2.420 2.845 -2.799
H -3.944 0.162 -1.263
C -5.206 -0.885 3.883
C 1.667 0.905 6.265
C -0.753 -4.079 2.917
H 3.593 0.355 7.060
C 0.812 -3.474 -0.247
O -0.751 -0.932 2.471
H 4.062 1.426 -1.350
H -0.078 -4.467 -7.208
C -1.650 1.673 1.333
H -0.649 0.979 -5.740
H 1.263 0.877 -1.708
C -3.105 0.216 5.381
C 0.473 -3.622 -5.308
H 1.753 1.956 6.539
H -2.291 0.629 5.976
H -1.705 -3.461 6.103
Rh -0.353 0.872 -2.275
H 2.668 2.806 0.876
H -6.020 -1.300 3.298
H -2.360 1.088 1.934
C -1.027 -1.913 -4.392
H 1.346 -2.813 5.210
H -3.525 -0.317 0.420
H -1.557 1.407 -4.254
As -1.061 -1.415 4.053
H 2.943 -0.423 1.797
C -1.109 -3.355 4.046
H -1.698 -5.962 6.144
C -1.438 -5.429 5.226
C 1.778 2.495 0.311
H -1.857 2.746 1.441
H -0.473 -3.555 2.025
C 1.927 -0.233 1.385
H -1.044 -7.234 4.089
C 1.432 -1.783 5.513
H -3.050 3.288 -0.794
C -4.405 0.722 5.517
H -0.231 1.179 5.257
H 0.878 2.579 0.937
H 1.432 -1.204 1.210
C -0.698 1.694 -4.907
H -6.453 0.605 4.847
H 3.093 0.962 -4.749
P 2.034 0.757 -0.165
H -2.149 -3.104 -7.423
H -4.244 1.307 0.093
H 0.890 -4.220 -1.062
H 4.050 -0.349 -0.925
H 1.799 -3.117 0.094
S -1.606 -0.877 -3.071
H 2.113 -0.504 -4.424
C -2.166 2.859 -1.259
H 1.359 0.279 2.181
H 1.773 0.457 -5.917
C 2.689 -0.002 6.562
H 1.671 3.703 -4.250
C 0.540 0.472 5.557
*
```

Properties
expectation value of S²: 6.037
relative energy (zero: lowest compared OMol25 entry of this formula, charge and spin): 470.7 kJ/mol
HOMO level (alpha / beta): -14.85 / -14.85 eV


The following is a quantum chemistry calculation of a molecular structure, C35H52BrN3OP2Sr in a non-equilibrium geometry, from OMol25.

ORCA input file:
```
! RIJCOSX wB97M-V def2-TZVPD def2/J DEFGRID3
* xyz 2 1
H 5.733 0.005 -0.521
H -0.464 -1.086 4.421
H 2.383 -3.952 -1.742
H 3.358 0.835 -0.198
H 1.941 -1.708 0.299
H -1.710 1.161 -3.955
H -3.659 -1.067 -4.272
H -0.608 7.314 -4.707
C -0.367 -4.862 -4.218
C -0.815 -0.956 5.455
H -2.898 -0.682 4.829
C -1.043 4.568 -4.894
H 3.809 -3.012 -1.311
H -0.406 0.476 2.927
H -0.355 -2.742 -4.672
H -2.110 -1.994 -6.774
C 0.463 2.991 -2.063
C 4.878 -0.566 -0.894
C -1.059 5.558 -5.960
C 1.261 1.615 7.303
H 1.946 1.591 6.459
C -1.829 1.570 4.156
C -0.925 3.716 -4.019
H -3.586 2.105 0.738
C -1.341 1.032 2.956
H 0.763 2.577 7.339
C -2.997 2.351 4.096
C -1.230 6.159 -8.300
H -0.298 -0.679 -3.085
C -3.672 2.496 2.884
C 2.801 -3.279 -0.989
Br -1.287 -1.469 0.042
H -0.562 -5.521 -3.364
H 0.761 -0.472 7.348
H -2.671 -1.108 6.557
H -0.252 -1.648 6.093
H -0.566 8.873 -6.629
C -0.775 7.817 -6.784
C -0.885 1.397 -3.275
P 2.276 -0.588 -1.752
H 2.987 0.741 -4.323
C 1.906 -2.051 -0.746
H 1.878 2.132 -0.659
P -2.627 -3.212 -3.956
H 3.892 1.142 -1.842
C 2.449 -1.182 -3.465
O -1.306 2.455 6.274
H -1.904 -0.960 -4.538
H -0.910 -5.254 -5.086
H -5.253 -3.060 -2.224
C 0.267 0.492 7.205
C -1.170 1.495 5.518
H 0.828 4.015 -1.943
H 5.202 -1.068 -1.814
C -3.091 -2.825 -2.232
C -3.030 -1.706 -6.251
H -3.239 -1.734 -2.125
H 1.843 1.517 8.216
N -0.414 0.398 5.891
H 1.439 -1.296 -3.887
C -0.137 0.353 -2.727
H 4.353 -0.398 -4.174
C 1.109 1.945 -1.418
H -0.412 -3.102 -2.931
H 0.706 -4.915 -4.442
H -3.373 -0.758 -6.677
H 2.923 -3.852 -0.063
H 4.656 -1.330 -0.143
H -2.447 -2.328 5.271
H -1.383 5.901 -9.346
H -0.494 0.611 7.990
H -3.339 2.855 5.005
C -0.472 2.735 -3.081
H -4.348 -4.598 -2.241
H -2.258 -3.097 -1.567
C -0.782 -3.418 -3.917
H -3.795 -2.461 -6.465
C 3.675 0.335 -1.127
H 3.125 -0.638 -5.414
N -1.951 1.241 1.755
C -2.799 -1.561 -4.747
C -1.282 5.176 -7.303
H -4.449 -3.634 -0.749
C -0.803 6.925 -5.704
H -1.473 4.145 -7.600
H -4.612 3.056 2.802
C 0.929 0.619 -1.851
H 0.834 -2.262 -0.896
Sr -2.453 0.783 -1.093
C -2.302 -1.274 5.533
C 3.284 -0.309 -4.385
H 2.845 -2.203 -3.379
C -4.363 -3.574 -1.841
N -0.991 7.442 -8.041
C -3.097 1.942 1.720
*
```

Properties
relative energy (zero: lowest compared OMol25 entry of this formula, charge and spin): 0.0 kJ/mol
HOMO level: -12.72 eV


The following is a quantum chemistry calculation of a molecular structure, C35H52F5N8OSTi, from OMol25.

ORCA input file:
```
! RIJCOSX wB97M-V def2-TZVPD def2/J DEFGRID3
* xyz 1 3
H -4.432 -1.532 3.502
H -4.565 5.126 0.625
C 5.372 0.836 -0.063
H -4.284 2.457 -0.873
C 4.438 -0.193 -0.290
C 2.004 -4.273 1.644
C 0.221 1.566 -2.500
H 1.140 -4.912 1.450
C -2.453 -4.358 0.829
C 4.412 -2.707 2.257
C -4.129 4.489 -0.148
H -1.235 0.081 -4.927
H 5.626 2.850 0.602
F 1.405 -0.497 -3.893
H 2.359 -3.138 -1.512
C -0.092 -0.865 4.332
H -0.468 -3.537 0.914
H -2.870 1.653 -2.913
C 3.102 3.666 0.660
H -4.988 1.441 1.328
H 0.613 -1.627 4.659
C 2.603 1.372 -0.073
C -0.045 -0.733 2.883
N 2.226 -1.109 -0.081
N 3.282 -1.849 1.935
H -3.833 -0.829 1.991
C -2.967 -2.095 -0.591
C -4.463 2.396 1.262
N 0.449 1.067 -1.290
H 0.172 1.137 -5.027
H -4.517 -4.877 0.522
F -0.091 -3.337 -2.443
H -0.102 3.416 -0.350
H 4.295 -3.180 3.235
C -2.143 0.894 -2.599
H -2.854 2.487 3.737
H -2.702 -1.310 3.235
H 2.875 -4.929 1.732
H -1.096 -1.151 4.645
C -2.749 1.531 3.216
O -2.490 0.741 0.651
H -2.199 -5.246 1.392
C -3.735 -4.151 0.343
H 6.431 0.625 -0.142
C 3.085 0.020 -0.185
N -0.861 1.172 -3.207
H -5.781 3.106 -0.254
H 3.216 -0.865 3.759
N 2.129 -3.315 0.562
H 4.534 -3.478 1.501
C -1.486 -3.407 0.566
C 3.543 2.358 0.332
C 0.571 3.533 -3.924
H 4.104 0.020 2.506
H -3.047 4.488 -0.006
H -4.790 0.926 3.553
H 0.782 3.414 -4.989
C -4.704 3.080 -0.079
H 1.449 5.004 0.773
C -0.014 -1.941 -2.638
C 0.900 3.099 -0.082
H 2.929 2.480 -4.038
H -4.767 3.031 2.097
N -1.730 -2.289 -0.126
S -2.711 1.983 1.461
H 2.923 3.093 -2.372
C 2.578 -2.039 0.780
H 4.787 -1.203 -0.470
H -1.464 1.831 -5.128
H -2.504 -0.079 -2.935
H 2.807 1.345 -2.697
C -3.787 0.521 3.697
H -4.973 -2.800 -0.790
H -2.068 0.906 -1.516
F 0.699 -2.257 -4.926
H -4.338 4.950 -1.113
C 1.792 4.011 0.512
F 2.184 -2.448 -3.363
F -1.220 -1.646 -3.305
N 1.066 2.420 -3.136
H -3.662 0.439 4.781
N -0.008 -0.616 1.742
C -3.687 -0.865 3.067
H -3.135 -1.181 -1.143
H 5.324 -2.104 2.270
C 2.512 2.332 -3.040
H 3.064 -4.614 -0.799
C 1.293 1.832 -0.435
Ti 0.005 -0.924 -0.512
H -0.502 3.644 -3.786
H 1.307 -4.455 -1.007
H 0.172 0.084 4.798
C -0.844 1.063 -4.655
C 3.234 -0.612 2.695
H -1.733 1.178 3.403
C -3.992 -3.000 -0.382
H 2.337 -0.053 2.451
C 1.059 -1.797 -3.720
H 1.857 -3.756 2.590
H 1.055 4.450 -3.578
C 4.932 2.063 0.334
C 2.222 -3.914 -0.768
H 3.834 4.384 1.009
*
```

Properties
expectation value of S²: 2.005
relative energy (zero: lowest compared OMol25 entry of this formula, charge and spin): 21.0 kJ/mol
HOMO level (alpha / beta): -8.43 / -9.77 eV